(1)
Below is a structure of composition C30H25N6O2SSr in a non-equilibrium geometry, with properties calculated with ωB97M-V/def2-TZVPD.

Last column: Löwdin charge in e.
Geometry (Å):
Sr (-1.508, -1.009, 0.540)  1.598
C (-2.122, -3.606, -1.065)  -0.166
O (-2.294, -3.006, 0.210)  -0.404
C (-1.573, -3.571, 1.252)  -0.239
C (-1.567, -4.981, 1.347)  -0.024
C (-0.942, -5.643, 2.405)  -0.105
C (-0.328, -4.910, 3.407)  -0.100
C (-0.343, -3.515, 3.347)  -0.012
C (-0.943, -2.801, 2.283)  -0.214
N (-0.916, -1.376, 2.418)  -0.403
N (0.228, -0.921, 2.174)  -0.249
C (0.278, 0.471, 2.498)  -0.191
C (-0.265, 1.449, 1.600)  -0.424
O (-0.807, 1.191, 0.471)  -0.269
C (-0.169, 2.783, 2.041)  0.006
C (0.418, 3.163, 3.251)  -0.041
C (0.970, 2.207, 4.101)  -0.215
C (1.573, 2.596, 5.312)  -0.049
C (2.142, 1.653, 6.165)  -0.127
C (2.121, 0.311, 5.813)  -0.112
C (1.523, -0.082, 4.612)  -0.021
C (0.921, 0.848, 3.729)  -0.094
H (-2.830, -4.433, -1.189)  0.097
H (-1.095, -3.949, -1.233)  0.111
H (-2.358, -2.856, -1.826)  -0.053
H (-2.084, -5.584, 0.608)  0.107
H (-0.957, -6.728, 2.452)  0.095
H (0.147, -5.409, 4.246)  0.095
H (0.111, -2.951, 4.157)  0.103
H (-0.578, 3.563, 1.398)  0.109
H (0.439, 4.218, 3.503)  0.101
H (1.600, 3.646, 5.592)  0.100
H (2.603, 1.969, 7.096)  0.086
H (2.568, -0.435, 6.462)  0.089
H (1.531, -1.135, 4.349)  0.085
S (-3.292, -1.068, -1.705)  0.574
C (-2.055, -0.500, -2.786)  -0.816
N (-2.545, -0.001, -3.889)  -0.045
N (-1.633, 0.433, -4.823)  -0.051
C (-1.503, 1.837, -4.995)  -0.255
C (-0.857, 2.326, -6.140)  -0.058
C (-0.627, 3.695, -6.308)  -0.115
C (-1.017, 4.593, -5.317)  -0.133
C (-1.627, 4.121, -4.157)  -0.095
C (-1.855, 2.752, -3.994)  -0.032
N (-0.692, -0.582, -2.572)  0.097
N (-0.345, 0.123, -1.596)  0.010
C (1.054, 0.165, -1.500)  -0.245
C (1.828, 0.823, -2.465)  -0.009
C (3.216, 0.897, -2.335)  -0.084
C (3.841, 0.322, -1.229)  -0.098
C (3.080, -0.325, -0.256)  -0.052
C (1.691, -0.398, -0.391)  -0.038
H (-1.799, -0.002, -5.728)  0.122
H (-0.525, 1.634, -6.908)  0.098
H (-0.136, 4.054, -7.207)  0.091
H (-0.838, 5.657, -5.442)  0.087
H (-1.921, 4.807, -3.369)  0.098
H (-2.316, 2.393, -3.075)  0.107
H (1.330, 1.274, -3.320)  0.109
H (3.802, 1.405, -3.095)  0.098
H (4.921, 0.379, -1.125)  0.095
H (3.561, -0.772, 0.609)  0.110
H (1.089, -0.897, 0.365)  0.048
H (0.674, -0.310, 1.226)  0.111

Results
Strongest force on any atom, eV/Å: 10.5
Charge: -1
E, a.u.: -2065.8669
HOMO, Ha: -0.1384

(2)
Below is a structure of composition C30H25N6O2SeV in a non-equilibrium geometry, with properties calculated with ωB97M-V/def2-TZVPD.

Last column: Löwdin spin population.
Geometry (Å):
V (0.164, 0.350, -0.152)  1.668
O (-0.056, 1.952, 0.309)  -0.004
C (0.544, 3.075, 0.486)  0.038
C (-0.127, 4.237, 0.903)  -0.001
C (0.548, 5.428, 1.070)  0.038
C (1.919, 5.509, 0.833)  0.008
C (2.607, 4.391, 0.421)  0.029
C (1.958, 3.162, 0.230)  0.022
C (2.668, 2.014, -0.197)  0.127
N (2.115, 0.843, -0.388)  -0.010
N (2.895, -0.166, -0.773)  0.002
C (2.150, -1.245, -0.950)  0.044
O (0.888, -1.142, -0.736)  -0.010
C (2.733, -2.527, -1.324)  0.000
C (1.936, -3.495, -1.945)  0.008
C (2.432, -4.756, -2.201)  -0.001
C (3.728, -5.080, -1.825)  0.009
C (4.535, -4.117, -1.236)  -0.001
C (4.054, -2.846, -1.002)  0.007
H (-1.190, 4.167, 1.089)  -0.001
H (0.006, 6.309, 1.381)  0.002
H (2.439, 6.447, 0.971)  0.000
H (3.672, 4.449, 0.235)  0.001
H (3.741, 2.102, -0.373)  0.005
H (0.923, -3.237, -2.216)  0.000
H (1.806, -5.496, -2.686)  0.000
H (4.100, -6.082, -1.980)  0.001
H (5.543, -4.373, -0.940)  0.000
H (4.668, -2.091, -0.539)  0.000
Se (-5.448, -1.228, 5.024)  0.194
N (-3.953, -0.230, 5.146)  0.210
C (-3.249, -0.412, 4.035)  0.002
C (-1.979, 0.187, 3.781)  0.064
C (-1.329, 1.020, 4.691)  -0.005
C (-0.086, 1.528, 4.383)  0.038
C (0.514, 1.142, 3.178)  0.006
N (-0.067, 0.367, 2.299)  0.031
C (-1.323, -0.072, 2.535)  0.074
C (-1.948, -0.858, 1.538)  0.092
N (-1.372, -0.966, 0.308)  0.035
C (-1.810, -1.910, -0.500)  0.004
C (-2.863, -2.776, -0.197)  0.036
C (-3.565, -2.583, 0.977)  -0.006
C (-3.138, -1.593, 1.857)  0.059
C (-3.817, -1.311, 3.079)  -0.002
N (-4.986, -1.852, 3.406)  0.202
H (-1.823, 1.247, 5.624)  -0.001
H (0.435, 2.187, 5.061)  0.003
H (1.513, 1.482, 2.933)  0.000
H (-1.298, -1.996, -1.450)  -0.001
H (-3.135, -3.556, -0.893)  0.003
H (-4.419, -3.191, 1.242)  -0.001
C (-0.514, 0.799, -4.594)  -0.001
C (-0.844, 0.194, -3.220)  -0.001
C (-2.361, 0.020, -3.081)  0.000
C (-0.305, 1.091, -2.113)  -0.020
H (-0.836, 0.146, -5.405)  0.000
H (0.558, 0.962, -4.690)  0.000
H (-1.013, 1.761, -4.700)  0.000
H (-0.350, -0.784, -3.161)  0.000
H (-2.878, 0.889, -3.484)  0.000
H (-2.629, -0.071, -2.030)  0.000
H (-2.723, -0.861, -3.608)  0.000
H (-1.006, 1.927, -1.985)  0.000
H (0.645, 1.522, -2.452)  0.006

Results
Multiplicity: 4
Strongest force on any atom, eV/Å: 5.4
Charge: -1
E, a.u.: -4982.7400
HOMO (spin up / spin down), Ha: -0.0863 / -0.1782

(3)
Below is a structure of composition C30H26CaCl2N11O4S2 in a non-equilibrium geometry, with properties calculated with ωB97M-V/def2-TZVPD.

Last column: Löwdin charge in e.
Geometry (Å):
Ca (1.172, 0.330, -0.897)  1.261
C (-4.124, -2.289, -2.380)  -0.104
C (-3.871, -1.600, -1.201)  -0.079
C (-2.835, -0.679, -1.139)  -0.048
C (-2.070, -0.452, -2.267)  -0.250
C (-2.322, -1.113, -3.455)  -0.048
C (-3.352, -2.040, -3.508)  -0.094
N (-0.962, 0.483, -2.124)  -0.020
N (-0.686, 1.055, -3.188)  0.102
C (0.339, 2.091, -3.108)  -0.379
C (0.513, 2.775, -4.278)  -0.048
C (1.212, 4.017, -4.179)  -0.102
C (1.822, 4.352, -3.028)  -0.049
C (1.945, 3.334, -1.965)  -0.338
N (0.883, 2.412, -1.916)  -0.046
H (-4.924, -3.016, -2.421)  0.092
H (-4.476, -1.778, -0.323)  0.099
H (-2.626, -0.116, -0.239)  0.065
H (-1.708, -0.903, -4.320)  0.104
H (-3.548, -2.569, -4.431)  0.095
H (0.024, 2.443, -5.178)  0.087
H (1.178, 4.716, -5.006)  0.094
H (2.266, 5.326, -2.880)  0.093
H (2.095, 3.771, -0.974)  0.115
N (-0.092, -3.418, 1.277)  0.091
C (-0.927, -3.405, 2.390)  -0.244
C (-1.350, -4.590, 2.974)  -0.028
C (-2.191, -4.566, 4.078)  -0.103
C (-2.644, -3.357, 4.584)  -0.107
C (-2.236, -2.172, 3.983)  -0.108
C (-1.362, -2.191, 2.908)  -0.456
S (-0.732, -0.707, 2.224)  0.971
N (-0.330, -1.167, 0.636)  -0.315
C (0.074, -2.368, 0.409)  -0.545
C (0.220, -2.763, -1.051)  -0.262
C (-0.258, -3.983, -1.501)  -0.007
C (-0.131, -4.290, -2.846)  -0.059
C (0.474, -3.380, -3.690)  -0.051
C (0.892, -2.169, -3.157)  -0.117
N (0.755, -1.865, -1.878)  0.016
H (0.428, -4.256, 1.071)  0.136
H (-1.005, -5.531, 2.568)  0.109
H (-2.500, -5.496, 4.532)  0.095
H (-3.305, -3.331, 5.437)  0.094
H (-2.579, -1.220, 4.362)  0.101
H (-0.740, -4.669, -0.819)  0.110
H (-0.511, -5.229, -3.226)  0.105
H (0.608, -3.584, -4.742)  0.103
H (1.366, -1.412, -3.768)  0.114
Cl (2.715, -2.164, 0.633)  -0.123
N (-0.700, 2.528, 3.496)  0.174
C (-1.691, 3.433, 3.419)  -0.523
N (-1.971, 4.137, 4.563)  0.132
N (-2.425, 3.694, 2.380)  0.095
C (-2.273, 2.933, 1.303)  -0.372
N (-2.252, 2.328, 0.328)  0.159
H (-0.187, 2.396, 4.349)  0.107
H (-0.328, 2.052, 2.682)  0.025
H (-1.231, 4.276, 5.231)  0.093
H (-2.596, 4.916, 4.419)  0.098
Cl (5.426, 0.143, 2.810)  0.669
C (4.165, 1.281, 2.443)  -0.647
C (4.463, 2.567, 2.052)  -0.089
C (3.411, 3.416, 1.754)  -0.067
C (2.120, 2.936, 1.868)  -0.171
N (1.835, 1.694, 2.261)  0.041
C (2.843, 0.875, 2.535)  -0.200
H (5.493, 2.884, 1.957)  0.112
H (3.591, 4.425, 1.412)  0.107
H (1.275, 3.569, 1.621)  0.103
H (2.596, -0.144, 2.809)  0.073
O (2.760, 0.335, -2.558)  -0.425
S (3.618, 1.213, -1.725)  0.383
O (5.027, 1.006, -1.841)  -0.271
O (3.091, 1.166, -0.332)  -0.496
O (3.356, 2.675, -2.220)  -0.231

Results
Energy above the lowest of the compared OMol25 structures with the same formula, charge and spin, kJ/mol: 212.45
Strongest force on any atom, eV/Å: 2.0
Charge: -1
E, a.u.: -4456.7059
HOMO, Ha: -0.1668